# 1
The following is a DFT calculation (wB97M-V/def2-TZVPD) of a molecular structure, C50H45N8OPPd.

```
106
Properties=species:S:1:pos:R:3
Pd -0.12 1.21 0.68
C -3.52 -2.64 -2.59
N -3.18 -1.55 -1.70
C -1.94 -1.23 -1.22
N -2.00 -0.16 -0.47
C -3.29 0.26 -0.45
C -4.06 -0.60 -1.21
C -5.49 -0.57 -1.56
C -6.31 -1.67 -1.31
C -7.66 -1.62 -1.64
C -8.20 -0.47 -2.20
C -7.38 0.63 -2.44
C -6.03 0.57 -2.13
C -3.62 1.46 0.34
C -4.87 1.65 0.92
C -5.11 2.77 1.70
C -4.10 3.71 1.91
C -2.86 3.52 1.33
C -2.61 2.40 0.55
P -0.40 -2.11 -1.57
C 0.61 -0.76 -2.27
N 0.64 0.47 -1.81
C 1.51 1.16 -2.60
C 2.03 0.32 -3.56
N 1.44 -0.91 -3.34
C 1.70 -2.12 -4.10
C 3.05 0.53 -4.60
C 4.32 0.97 -4.25
C 5.28 1.17 -5.23
C 4.99 0.94 -6.56
C 3.72 0.50 -6.92
C 2.75 0.30 -5.95
C 1.76 2.59 -2.34
C 1.56 3.09 -1.06
C 1.74 4.43 -0.78
C 2.14 5.29 -1.79
C 2.34 4.81 -3.08
C 2.15 3.46 -3.35
C 0.31 -2.22 0.11
N 0.37 -1.27 1.01
C 0.94 -1.81 2.12
C 1.27 -3.12 1.89
N 0.85 -3.38 0.60
C 0.95 -4.66 -0.08
C 1.87 -4.14 2.76
C 1.30 -4.40 4.01
C 1.87 -5.34 4.85
C 3.00 -6.04 4.46
C 3.57 -5.78 3.22
C 3.01 -4.83 2.38
C 1.09 -1.01 3.35
C 2.22 -1.10 4.14
C 2.32 -0.35 5.31
C 1.28 0.48 5.69
C 0.14 0.58 4.90
C 0.05 -0.16 3.73
H -2.64 -2.91 -3.17
H -3.85 -3.52 -2.03
H -4.31 -2.33 -3.26
H -5.90 -2.55 -0.84
H -8.29 -2.47 -1.44
H -9.25 -0.43 -2.45
H -7.80 1.53 -2.88
H -5.39 1.43 -2.31
H -5.65 0.92 0.78
H -6.08 2.91 2.16
H -4.29 4.58 2.52
H -2.06 4.24 1.48
H -1.64 2.28 0.05
H 2.74 -2.13 -4.41
H 1.51 -2.98 -3.46
H 1.06 -2.18 -4.98
H 4.54 1.15 -3.21
H 6.27 1.52 -4.94
H 5.74 1.10 -7.32
H 3.48 0.33 -7.96
H 1.76 -0.01 -6.23
H 1.24 2.39 -0.27
H 1.58 4.78 0.23
H 2.29 6.34 -1.58
H 2.64 5.47 -3.87
H 2.29 3.09 -4.36
H 0.89 -5.45 0.66
H 0.12 -4.76 -0.78
H 1.89 -4.75 -0.63
H 0.42 -3.84 4.31
H 1.42 -5.53 5.82
H 3.43 -6.78 5.11
H 4.46 -6.32 2.91
H 3.48 -4.61 1.43
H 3.04 -1.74 3.84
H 3.21 -0.43 5.92
H 1.36 1.06 6.61
H -0.67 1.22 5.19
H -0.83 -0.08 3.10
C 2.10 4.03 5.01
N 2.72 3.16 4.04
C 2.10 2.64 2.92
N 0.83 3.11 2.67
O 2.67 1.83 2.22
H 2.87 4.46 5.65
H 1.37 3.52 5.65
H 1.60 4.86 4.51
H 3.57 2.69 4.27
H 0.30 3.42 3.46
H 0.30 2.48 2.05
```

- Multiplicity: 1
- Maximum force: 0.75 eV/Å
- Lowest unoccupied orbital energy: 0.45 eV
- Orbital gap: 6.40 eV

# 2
The following is a DFT calculation (wB97M-V/def2-TZVPD) of a molecular structure, C50H47BCl3F4N5OP2S2SiTeY in a non-equilibrium geometry.

```
118
Properties=species:S:1:pos:R:3
Y -0.74 -0.70 1.57
S -3.94 -3.97 3.15
P -4.05 -2.73 1.47
C -3.25 -1.24 1.44
P -3.77 0.32 1.22
S -2.26 1.68 1.28
C -4.57 0.57 -0.48
C -5.62 1.40 -0.89
C -5.92 1.59 -2.24
C -5.26 0.93 -3.24
C -4.23 0.06 -2.86
C -3.89 -0.04 -1.51
C -4.91 0.88 2.51
C -4.38 1.55 3.57
C -5.24 1.97 4.57
C -6.62 1.82 4.50
C -7.11 1.14 3.42
C -6.28 0.62 2.45
C -3.55 -3.80 0.07
C -2.40 -3.60 -0.67
C -1.91 -4.55 -1.56
C -2.56 -5.74 -1.68
C -3.76 -5.96 -1.02
C -4.23 -5.04 -0.11
C -5.82 -2.54 1.16
C -6.24 -2.29 -0.11
C -7.62 -2.24 -0.42
C -8.54 -2.39 0.62
C -8.12 -2.74 1.87
C -6.76 -2.78 2.17
H -6.15 1.96 -0.18
H -6.76 2.17 -2.55
H -5.59 1.00 -4.28
H -3.69 -0.47 -3.67
H -3.04 -0.69 -1.25
H -3.33 1.90 3.53
H -4.84 2.44 5.47
H -7.35 2.20 5.25
H -8.17 1.08 3.32
H -6.70 0.03 1.67
H -1.89 -2.67 -0.53
H -1.00 -4.39 -2.17
H -2.25 -6.53 -2.36
H -4.36 -6.91 -1.15
H -5.16 -5.24 0.45
H -5.57 -2.17 -0.90
H -7.97 -2.02 -1.42
H -9.54 -2.29 0.30
H -8.90 -2.78 2.68
H -6.40 -2.98 3.20
F 1.08 -0.60 5.81
B 0.63 0.42 4.97
F -0.40 1.26 5.61
F 1.59 1.21 4.53
F -0.06 -0.18 3.89
N -2.44 -1.61 4.90
C -1.39 -2.34 5.43
N -1.08 -2.10 6.72
N -0.76 -3.31 4.79
C -0.80 -3.15 3.55
N -0.63 -3.11 2.39
H -2.56 -0.66 5.22
H -2.93 -1.95 4.00
H -1.46 -1.25 7.12
H -0.09 -2.23 6.88
Cl 3.67 9.67 2.08
Si 2.88 7.87 0.94
Cl 4.55 6.56 1.72
Cl 3.93 8.35 -0.94
C 5.30 -0.41 -5.96
C 5.24 0.21 -4.60
C 4.02 0.73 -4.13
C 3.91 1.29 -2.84
C 2.56 1.93 -2.43
C 5.02 1.31 -2.01
Te 4.98 2.36 -0.14
N 1.40 -0.63 1.04
C 1.11 -0.97 -0.18
O -0.15 -0.94 -0.65
C 2.11 -1.61 -1.05
C 1.77 -2.22 -2.22
C 2.68 -2.80 -3.03
C 4.02 -2.72 -2.67
C 4.39 -2.10 -1.47
C 3.43 -1.69 -0.62
C 6.66 3.60 -0.52
C 7.65 3.62 0.51
C 8.82 4.31 0.33
C 8.99 5.18 -0.74
C 7.95 5.29 -1.62
C 6.80 4.49 -1.55
C 5.74 4.64 -2.57
C 6.19 0.71 -2.41
C 7.33 0.44 -1.41
C 6.30 0.16 -3.70
H 4.85 -1.41 -5.98
H 6.38 -0.46 -6.32
H 4.76 0.18 -6.75
H 3.19 0.73 -4.86
H 2.68 3.04 -2.50
H 2.22 1.67 -1.38
H 1.76 1.61 -3.16
H 0.75 -2.17 -2.59
H 2.34 -3.14 -4.02
H 4.75 -3.07 -3.36
H 5.46 -2.03 -1.21
H 3.65 -1.31 0.35
H 7.65 2.84 1.32
H 9.62 4.07 1.08
H 9.91 5.68 -0.92
H 8.00 5.93 -2.54
H 6.04 5.22 -3.42
H 4.85 5.14 -2.09
H 5.33 3.69 -2.98
H 6.93 0.11 -0.48
H 7.83 1.40 -1.15
H 8.11 -0.20 -1.71
H 7.22 -0.33 -3.94
```

- Multiplicity: 2
- Maximum force: 3.33 eV/Å
- Energy above the lowest of the compared OMol25 structures with the same formula, charge and spin: 177.47 kJ/mol
- Charge: -2
- Lowest unoccupied orbital energy (alpha / beta): 3.32 / 1.44 eV
- Orbital gap (alpha / beta): 6.39 / 4.51 eV

# 3
The following is a DFT calculation (wB97M-V/def2-TZVPD) of a molecular structure, C50H47BrGaIO28P in a non-equilibrium geometry.

```
129
Properties=species:S:1:pos:R:3
C -5.83 5.60 -2.77
C -5.18 4.27 -2.30
P -4.91 4.35 -0.46
C -6.51 4.66 0.43
C -7.77 4.03 -0.19
Ga -3.74 2.52 0.37
Br -5.11 0.59 0.89
I -2.59 3.33 2.61
C -2.25 1.94 -0.88
C -1.69 0.51 -0.67
C -2.56 -0.59 -1.36
C -1.39 0.13 0.80
H -6.03 5.61 -3.84
H -5.15 6.41 -2.50
H -6.74 5.78 -2.18
H -5.74 3.39 -2.64
H -4.20 4.24 -2.79
H -6.47 4.34 1.48
H -6.65 5.75 0.47
H -7.75 2.94 -0.22
H -8.63 4.32 0.43
H -8.00 4.39 -1.20
H -2.66 1.96 -1.90
H -1.41 2.65 -0.81
H -0.72 0.47 -1.19
H -2.85 -1.35 -0.63
H -3.44 -0.17 -1.85
H -1.93 -1.12 -2.09
H -2.12 0.50 1.52
H -0.36 0.42 1.05
H -1.41 -0.97 0.88
C 3.40 -1.37 1.01
C 4.45 -1.15 1.81
C 4.32 -1.09 3.30
O 5.32 -0.90 3.97
C 3.00 -1.26 3.88
C 1.94 -1.49 3.09
C 2.08 -1.57 1.60
O 1.08 -1.80 0.94
O 0.71 -1.65 3.57
O 5.67 -0.95 1.33
H 3.48 -1.42 -0.06
H 2.91 -1.20 4.96
H 0.13 -1.79 2.79
H 6.24 -0.82 2.11
C 4.36 2.66 -0.69
C 5.50 1.96 -0.62
C 6.66 2.25 -1.51
O 7.68 1.58 -1.38
C 6.53 3.31 -2.50
C 5.39 4.01 -2.58
C 4.23 3.74 -1.67
O 3.24 4.43 -1.78
O 5.22 4.99 -3.47
O 5.66 0.96 0.26
H 3.51 2.46 -0.05
H 7.36 3.50 -3.14
H 4.32 5.33 -3.31
H 6.57 0.62 0.10
C -8.44 -5.11 0.57
C -9.28 -4.19 1.05
C -8.81 -2.79 1.38
O -9.63 -2.00 1.80
C -7.41 -2.47 1.17
C -6.57 -3.40 0.69
C -7.05 -4.78 0.34
O -6.24 -5.58 -0.12
O -5.28 -3.16 0.48
O -10.57 -4.43 1.28
H -8.77 -6.12 0.33
H -7.08 -1.47 1.42
H -4.90 -3.99 0.13
H -10.93 -3.59 1.63
C 9.26 -0.84 -5.91
C 8.95 0.12 -5.02
C 7.74 0.99 -5.19
O 7.51 1.82 -4.34
C 6.90 0.79 -6.37
C 7.22 -0.16 -7.26
C 8.42 -1.05 -7.08
O 8.63 -1.91 -7.91
O 6.49 -0.38 -8.35
O 9.69 0.35 -3.94
H 10.13 -1.47 -5.80
H 6.04 1.43 -6.48
H 6.93 -1.12 -8.81
H 9.25 1.08 -3.46
C -0.55 -0.86 8.33
C -0.29 -1.29 7.08
C -0.60 -2.69 6.64
O -0.36 -3.01 5.50
C -1.19 -3.60 7.63
C -1.45 -3.17 8.87
C -1.15 -1.76 9.29
O -1.43 -1.43 10.43
O -1.98 -3.96 9.80
O 0.26 -0.50 6.16
H -0.33 0.14 8.65
H -1.40 -4.61 7.31
H -2.06 -3.40 10.60
H 0.34 -1.04 5.34
C 8.72 9.54 -3.26
C 8.69 8.34 -2.66
C 8.88 7.07 -3.44
O 8.86 6.01 -2.83
C 9.07 7.16 -4.88
C 9.09 8.35 -5.48
C 8.93 9.63 -4.70
O 8.98 10.69 -5.30
O 9.26 8.49 -6.79
O 8.50 8.20 -1.35
H 8.59 10.46 -2.72
H 9.18 6.23 -5.42
H 9.24 9.45 -6.96
H 8.52 7.24 -1.18
C -8.55 -9.98 1.19
C -8.44 -10.70 2.31
C -7.28 -10.51 3.25
O -7.25 -11.18 4.27
C -6.27 -9.53 2.91
C -6.38 -8.80 1.78
C -7.55 -8.98 0.85
O -7.61 -8.29 -0.15
O -5.46 -7.90 1.45
O -9.33 -11.62 2.66
H -9.38 -10.10 0.50
H -5.44 -9.41 3.59
H -5.74 -7.49 0.60
H -9.01 -11.99 3.51
```

- Multiplicity: 1
- Maximum force: 2.27 eV/Å
- Charge: -1
- Lowest unoccupied orbital energy: -0.60 eV
- Orbital gap: 3.60 eV

# 4
The following is a DFT calculation (wB97M-V/def2-TZVPD) of a molecular structure, C50H47N4O3P2S2V in a non-equilibrium geometry.

```
109
Properties=species:S:1:pos:R:3
V -1.02 0.72 1.30
C 2.74 0.31 0.42
N 3.32 0.62 1.70
C 2.49 0.59 2.88
P 1.00 1.70 2.74
C 1.61 3.17 1.89
C 2.82 3.74 2.30
C 3.33 4.83 1.62
C 2.64 5.36 0.54
C 1.43 4.81 0.14
C 0.92 3.71 0.81
C 0.62 2.12 4.45
C 0.32 3.43 4.81
C 0.06 3.73 6.14
C 0.10 2.73 7.10
C 0.39 1.42 6.74
C 0.65 1.11 5.41
C 4.62 1.15 1.72
C 5.34 1.32 2.91
C 6.62 1.85 2.90
C 7.23 2.22 1.71
C 6.53 2.03 0.53
C 5.25 1.51 0.52
P 1.09 -0.50 0.46
C 0.96 -1.00 -1.29
C 1.33 -0.12 -2.31
C 1.25 -0.50 -3.63
C 0.78 -1.77 -3.97
C 0.39 -2.65 -2.96
C 0.49 -2.27 -1.63
C 1.36 -2.03 1.40
C 0.59 -2.30 2.53
C 0.83 -3.43 3.28
C 1.84 -4.31 2.92
C 2.62 -4.04 1.80
C 2.39 -2.90 1.04
H 3.38 -0.39 -0.13
H 2.64 1.20 -0.21
H 3.05 0.96 3.74
H 2.17 -0.42 3.14
H 3.36 3.33 3.15
H 4.27 5.27 1.94
H 3.04 6.22 0.01
H 0.88 5.24 -0.69
H -0.04 3.31 0.51
H 0.30 4.22 4.07
H -0.16 4.75 6.43
H -0.11 2.97 8.14
H 0.41 0.64 7.48
H 0.86 0.09 5.13
H 4.94 1.01 3.87
H 7.14 1.97 3.84
H 8.22 2.63 1.71
H 6.99 2.30 -0.42
H 4.75 1.39 -0.43
H 1.69 0.88 -2.07
H 1.57 0.18 -4.41
H 0.74 -2.08 -5.00
H 0.04 -3.64 -3.21
H 0.22 -2.97 -0.86
H -0.20 -1.61 2.83
H 0.22 -3.63 4.16
H 2.03 -5.19 3.51
H 3.42 -4.71 1.52
H 3.00 -2.71 0.17
S -1.93 -1.43 0.62
C -2.61 -1.12 -0.90
N -3.53 -1.89 -1.41
C -4.07 -1.65 -2.75
C -2.97 -1.15 -3.64
N -2.34 0.02 -3.02
C -1.99 1.10 -3.96
C -3.24 1.73 -4.52
C -4.13 2.36 -3.66
C -5.29 2.93 -4.16
C -5.56 2.88 -5.53
C -4.67 2.25 -6.38
C -3.51 1.68 -5.88
C -2.14 0.07 -1.72
S -1.45 1.42 -0.98
C -4.10 -3.06 -0.70
C -3.47 -4.33 -1.21
C -4.13 -5.11 -2.15
C -3.53 -6.26 -2.66
C -2.27 -6.63 -2.22
C -1.61 -5.86 -1.27
C -2.21 -4.72 -0.77
H -4.90 -0.94 -2.68
H -4.45 -2.60 -3.13
H -3.38 -0.83 -4.60
H -2.21 -1.92 -3.80
H -1.39 0.65 -4.75
H -1.37 1.82 -3.43
H -3.92 2.42 -2.60
H -5.98 3.43 -3.50
H -6.46 3.32 -5.92
H -4.87 2.21 -7.45
H -2.81 1.19 -6.55
H -5.17 -3.05 -0.90
H -3.95 -2.92 0.37
H -5.13 -4.84 -2.47
H -4.06 -6.87 -3.38
H -1.81 -7.53 -2.61
H -0.64 -6.17 -0.91
H -1.70 -4.14 0.00
O -1.68 2.62 2.55
N -2.28 1.53 2.67
O -1.79 0.62 3.40
O -3.07 1.17 1.75
```

- Multiplicity: 3
- Maximum force: 1.27 eV/Å
- Energy above the lowest of the compared OMol25 structures with the same formula, charge and spin: 180.66 kJ/mol
- Charge: +2
- Lowest unoccupied orbital energy (alpha / beta): -6.50 / -6.54 eV
- Orbital gap (alpha / beta): 5.55 / 5.52 eV

E_tot: -2914.91699 -6162.93040 -9178.18728 -4800.79888 (hartree)